No. 1
Computed, not measured: 3 unconnected molecules or ions with the total composition C3H12NO2S in a non-equilibrium geometry, with wB97M-V/def2-TZVPD.

The calculation puts the largest force on an atom at 2.93 eV Å⁻¹. Its charge is -1. The value obtained for the gap between HOMO and LUMO is 0.249 Eh. The LUMO energy is 3.68 eV.

```
19
Properties=species:S:1:pos:R:3:forces:R:3:nbo_charge:R:1
S 2.433764 1.135286 -0.600563 -0.5 1.0 -0.6 -0.619
O 3.777715 -1.169764 0.600834 0.2 0.7 -1.1 -1.039
O -3.615156 -0.223967 -0.625944 0.2 -0.8 0.0 -0.989
N -1.792341 0.383097 1.436215 1.4 -1.3 -0.2 -0.883
C 0.131180 -0.393387 -0.167786 -1.4 0.9 -2.4 -0.428
C -0.612265 0.814032 0.542212 -0.6 -0.7 0.4 -0.228
C 0.967953 0.313858 -1.342512 -0.9 0.3 0.3 -0.517
H 3.432197 -0.326781 0.059517 -0.1 -1.0 1.2 0.450
H -0.583403 -1.148739 -0.670729 0.5 1.2 0.9 0.171
H 0.143529 1.408408 1.087352 -0.3 -0.4 -0.2 0.216
H -2.017808 1.055594 2.149606 0.1 0.5 0.0 0.356
H -1.090221 1.481533 -0.204107 0.5 -0.5 0.2 0.184
H 0.192675 0.985141 -1.890301 1.4 -0.6 1.0 0.171
H 0.769358 -0.956925 0.485376 0.4 0.0 0.4 0.221
H -3.332929 -1.152674 -0.716361 -0.3 0.6 -0.1 0.452
H 4.375011 -1.510511 -0.077866 0.1 -0.3 0.3 0.435
H -3.045258 0.059787 0.125156 0.0 0.1 0.1 0.497
H 1.380431 -0.290926 -2.163718 -0.5 -0.6 0.6 0.196
H -1.514436 -0.463066 1.973613 -0.2 0.7 -0.6 0.354
```
Positions in Å, forces in eV/Å.



No. 2
Computed, not measured: 2 unconnected molecules or ions with the total composition C3H12NO3 in a non-equilibrium geometry, with wB97M-V/def2-TZVPD.

The calculation puts the largest force on an atom at 2.34 eV Å⁻¹. Its charge is +1. The value obtained for the gap between HOMO and LUMO is 0.430 Eh. The LUMO energy is -3.08 eV.

```
19
Properties=species:S:1:pos:R:3:forces:R:3:nbo_charge:R:1
O -0.370536 2.787461 1.071638 0.0 -1.4 0.2 -1.018
O 0.058231 -1.525762 1.896745 0.4 -0.1 -0.4 -0.752
O 0.156337 0.528142 -2.310309 -0.2 -0.6 -0.8 -0.741
N 0.805826 0.392636 0.443485 -1.3 -1.4 0.4 -0.699
C -0.577619 -0.384024 -1.482371 1.1 1.8 0.2 -0.089
C 0.415683 -0.798880 -0.400625 -1.2 -0.9 0.0 -0.088
C -0.327268 -1.865349 0.538844 1.2 1.6 1.3 -0.082
H -0.663064 -1.231126 2.450264 -0.5 -0.1 0.0 0.497
H 0.048112 -2.882093 0.441369 -0.3 0.1 -0.8 0.229
H -1.011178 -1.237044 -1.989424 0.1 -0.2 -0.2 0.214
H 1.237049 -0.076506 1.250446 0.7 0.6 0.0 0.469
H -0.028924 0.802926 0.876538 0.0 0.4 -0.2 0.456
H -1.368339 0.265903 -1.070924 -0.2 -0.8 0.4 0.178
H 1.359080 -1.175851 -0.810155 -0.4 0.0 -0.1 0.238
H 0.081902 3.405182 1.667100 -0.6 0.5 -1.1 0.521
H -1.409165 -1.752221 0.430745 0.2 -0.3 -0.2 0.196
H -0.773158 3.066742 0.235117 0.5 1.0 0.8 0.512
H -0.227459 0.540610 -3.202642 0.2 0.1 0.4 0.498
H 1.276627 1.155722 -0.034037 0.5 -0.2 -0.1 0.462
```
Positions in Å, forces in eV/Å.



No. 3
Computed, not measured: 3 unconnected molecules or ions with the total composition C3H12NO3 in a non-equilibrium geometry, with wB97M-V/def2-TZVPD.

The calculation puts the largest force on an atom at 2.16 eV Å⁻¹. Its charge is +1. The value obtained for the gap between HOMO and LUMO is 0.413 Eh. The LUMO energy is -3.22 eV.

```
19
Properties=species:S:1:pos:R:3:forces:R:3:nbo_charge:R:1
O 1.942408 -1.795146 -0.589630 0.1 -0.2 0.6 -0.494
O -0.717492 -0.709443 -2.790080 0.5 2.1 0.3 -0.977
O -0.770865 2.585257 0.837200 0.7 0.0 -0.5 -0.984
N 0.453922 0.377821 -0.631576 -1.4 0.0 0.1 -0.721
C -0.140489 -0.142951 1.837243 0.2 -2.1 -0.6 -0.617
C 0.120378 -0.653474 0.398396 -0.1 -0.2 1.1 -0.163
C 1.205367 -1.738324 0.360336 -0.4 0.9 -0.8 0.434
H 1.414010 0.301823 -0.962087 0.1 -0.2 -0.1 0.446
H -1.029683 0.462448 1.855728 0.3 0.7 0.3 0.242
H -0.841092 -1.090847 0.111400 0.2 -0.2 -0.3 0.237
H -0.179852 -0.306615 -3.504929 -0.7 -1.2 0.2 0.512
H -0.224156 0.165871 -1.416871 1.0 0.1 0.1 0.477
H 0.238619 1.305301 -0.261458 -0.1 0.2 0.2 0.461
H -0.393594 3.437594 0.572197 -0.5 0.0 0.3 0.500
H 0.780965 0.143014 2.332495 -0.2 0.9 0.1 0.237
H 1.227030 -2.382736 1.246984 0.2 -0.4 -0.1 0.157
H -1.673466 2.710461 1.142196 0.0 0.4 -0.1 0.504
H -0.966805 -1.610759 -2.909307 0.1 -0.9 -0.8 0.515
H -0.445205 -1.059295 2.371760 0.1 0.2 -0.1 0.235
```
Positions in Å, forces in eV/Å.



No. 4
Computed, not measured: a molecular structure, C3H12NO6Zr in a non-equilibrium geometry, with wB97M-V/def2-TZVPD.

The calculation puts the largest force on an atom at 2.73 eV Å⁻¹. Its charge is -1. The value obtained for the gap between HOMO and LUMO is 0.267 Eh. The LUMO energy is 2.76 eV.

```
23
Properties=species:S:1:pos:R:3:forces:R:3:nbo_charge:R:1
Zr -1.281720 -0.750696 1.489280 -1.6 0.0 2.2 2.351
O -3.235819 -0.932833 0.892509 0.3 0.4 -0.5 -1.153
O 0.624795 -0.368566 2.078410 0.5 0.5 -0.5 -1.152
O -1.659962 -1.675557 3.288253 1.0 0.2 -1.0 -1.135
O -0.654252 0.472417 -0.331293 0.2 -0.2 -0.6 -0.626
O -1.922981 1.206775 2.089994 0.8 -0.3 -0.2 -1.159
O -0.762061 -2.410490 0.395216 -0.3 0.0 -0.2 -1.138
N 1.172683 0.918654 -1.578063 0.8 0.6 -0.5 -0.414
C 0.192211 1.245338 -0.734138 -0.6 0.3 -0.3 0.597
C 2.202188 1.899587 -1.937425 -0.6 -0.8 -0.1 -0.398
C 1.377702 -0.453813 -1.990082 0.2 -0.6 0.6 -0.427
H 1.788180 2.901287 -1.865951 0.2 0.1 0.2 0.209
H 1.141318 -0.811417 2.736131 0.2 -0.3 0.4 0.464
H 0.007401 -2.619180 -0.115000 0.5 -0.1 -0.2 0.445
H 1.764422 -1.025949 -1.139579 -0.3 -0.1 0.0 0.223
H 3.082085 1.754892 -1.310770 0.1 0.3 0.0 0.198
H 2.463541 1.713366 -2.978775 0.1 0.1 0.0 0.193
H -2.718022 1.391947 1.594494 -0.4 0.0 0.0 0.446
H 0.445600 -0.896945 -2.334945 0.0 0.0 0.1 0.235
H 2.135782 -0.544250 -2.766117 -0.1 0.4 -0.2 0.191
H -4.010373 -1.426795 1.103393 -0.4 -0.4 0.1 0.461
H 0.133445 2.325980 -0.531750 0.1 -0.1 0.3 0.126
H -2.286154 -1.913753 3.946211 -0.7 0.0 0.3 0.463
```
Positions in Å, forces in eV/Å.



No. 5
Computed, not measured: 2 unconnected molecules or ions with the total composition C3H12NOS in a non-equilibrium geometry, with wB97M-V/def2-TZVPD.

The calculation puts the largest force on an atom at 1.26 eV Å⁻¹. Its multiplicity is 2. Its charge is 0. The value obtained for the gap between HOMO and LUMO (alpha / beta) is 0.144 / 0.356 Eh. The LUMO energy (alpha / beta) is 0.72 / 0.38 eV.

```
18
Properties=species:S:1:pos:R:3:forces:R:3:mulliken_spin:R:1
S -3.563813 1.612479 -0.033290 -0.1 0.1 0.1 0.006
O 3.329604 -1.275957 -0.941302 0.2 0.4 -0.2 0.228
N 0.844908 -1.233986 0.579533 -0.8 0.3 -0.6 0.979
C 0.221308 0.150202 0.627011 -0.1 -0.5 0.1 0.343
C -1.752101 1.581294 0.105686 -0.5 -0.1 -0.2 -0.060
C -1.193924 0.163875 0.027417 0.9 0.7 0.6 0.757
H 0.197296 0.403793 1.689691 0.0 0.2 -0.1 -0.036
H -1.102446 -0.125217 -1.019199 -0.4 -0.3 0.0 0.053
H -1.545663 2.106356 1.039569 0.2 -0.2 0.0 -0.016
H -1.372112 2.178847 -0.708716 0.3 0.3 -0.1 -0.006
H 3.658688 -0.377593 -1.121458 -0.1 -0.4 0.1 -0.003
H 0.881123 0.810961 0.079007 0.1 0.2 0.1 0.280
H 1.709218 -1.252660 0.005002 0.1 -0.1 0.3 -0.578
H -1.834610 -0.497959 0.599252 -0.1 -0.3 -0.2 -0.017
H 3.977696 -1.874865 -1.338811 -0.1 0.0 0.1 -0.090
H 0.991931 -1.595472 1.569735 0.2 -0.1 -0.1 -0.687
H -3.609800 1.085134 -1.258304 -0.1 -0.1 -0.1 0.000
H 0.162704 -1.859238 0.099179 0.3 -0.2 0.3 -0.153
```
Positions in Å, forces in eV/Å.



No. 6
Computed, not measured: 2 unconnected molecules or ions with the total composition C3H12NOS in a non-equilibrium geometry, with wB97M-V/def2-TZVPD.

The calculation puts the largest force on an atom at 5.87 eV Å⁻¹. Its charge is +1. The value obtained for the gap between HOMO and LUMO is 0.322 Eh. The LUMO energy is -3.46 eV.

```
18
Properties=species:S:1:pos:R:3:forces:R:3:nbo_charge:R:1
S -2.667098 0.712137 -2.417125 -0.5 0.5 -0.8 0.039
O 2.976715 -1.889009 -0.133793 -2.6 2.5 4.7 -0.972
N 1.184402 -0.103786 1.242301 -3.2 -1.8 2.8 -0.670
C -0.295161 0.337254 0.929469 2.4 4.6 -0.3 -0.205
C -2.109445 1.107749 -0.788623 2.4 0.6 2.2 -0.557
C -0.622982 0.498925 -0.561090 -0.1 1.5 0.0 -0.445
H -1.987663 2.209523 -0.520430 -0.4 -1.1 -1.3 0.243
H -2.746954 0.808272 0.027477 -0.6 -0.7 0.0 0.222
H -1.033054 -0.158572 1.427350 -1.4 -2.3 1.5 0.227
H 3.393012 -2.392047 0.547408 0.8 -0.8 0.2 0.490
H 0.037327 1.326304 -1.032705 -0.6 -2.0 0.5 0.231
H -0.281392 1.382138 1.454554 -0.2 -1.7 -1.1 0.214
H -0.599311 -0.497902 -1.007753 0.4 0.4 -0.4 0.230
H -3.171142 -0.519169 -2.216297 0.1 0.2 0.3 0.136
H 1.481087 -1.041883 1.054890 -0.4 -1.3 -1.0 0.453
H 3.237472 -2.126425 -0.944255 1.8 -1.7 -4.7 0.492
H 1.432947 -0.048613 2.252480 -0.4 0.8 -0.8 0.440
H 1.771241 0.395098 0.686141 2.3 2.4 -1.8 0.431
```
Positions in Å, forces in eV/Å.



How do the records compare in energy relative to the best compared isomer or geometry (same formula, charge and spin)? In the order shown, they have 1.0262; 1.0022; 0.4764; 0.0000; 0.2459; 1.6250 eV.